# 1
Entry from OMol25: C5H10LaO3 as an isolated structure (ωB97M-V/def2-TZVPD).

Geometry as XYZ:
```
19
Properties=species:S:1:pos:R:3
C -1.82 1.16 -1.57
O -1.03 0.08 -1.96
C -1.15 1.98 -0.46
O -0.66 1.05 0.48
C -0.06 1.04 1.83
C 0.15 -0.34 2.30
O 0.91 -1.05 1.23
C 1.88 -1.97 1.68
La -0.05 -0.81 -0.63
H -2.81 0.83 -1.20
H -2.01 1.85 -2.41
H -1.85 2.68 0.03
H -0.27 2.51 -0.86
H -0.76 1.58 2.49
H 0.88 1.60 1.69
H -0.82 -0.87 2.37
H 2.64 -2.09 0.91
H 2.35 -1.58 2.60
H 1.41 -2.94 1.90
```

Largest force on an atom   0.1682 hartree/bohr
Net charge   +1
LUMO level   -4.56 eV
HOMO-LUMO gap   6.16 eV
E   -12337.93670 eV



# 2
Entry from OMol25: a 2-piece molecular cluster, C4H12 overall (ωB97M-V/def2-TZVPD).

Geometry as XYZ:
```
16
Properties=species:S:1:pos:R:3
C -1.52 -0.67 -0.97
C -2.80 0.08 -1.34
H -1.58 -1.01 0.07
H -1.42 -1.53 -1.63
H -0.66 -0.02 -1.03
H -3.61 -0.59 -1.61
H -3.11 0.74 -0.53
H -2.61 0.79 -2.15
C 1.41 0.11 1.13
C 2.92 0.41 1.14
H 1.02 0.03 0.12
H 1.23 -0.85 1.63
H 0.87 0.89 1.66
H 3.24 0.51 2.18
H 3.07 1.39 0.69
H 3.54 -0.30 0.63
```

Largest force on an atom   0.0186 hartree/bohr
Net charge   0
LUMO level   1.16 eV
HOMO-LUMO gap   12.88 eV
E   -4342.39146 eV
SMILES   CC.CC



# 3
Entry from OMol25: C3H6N2O in the gas phase (ωB97M-V/def2-TZVPD).

Geometry as XYZ:
```
12
Properties=species:S:1:pos:R:3
O 0.13 -1.10 -2.25
C 0.05 -0.62 -1.14
N -0.54 -1.06 -0.02
C -0.23 -0.23 1.16
C 0.04 1.18 0.64
N 0.61 0.71 -0.78
H -0.86 -2.01 0.01
H 0.63 -0.69 1.68
H -1.08 -0.21 1.85
H -0.89 1.70 0.42
H 1.46 0.86 -0.20
H 0.59 1.36 -1.56
```

Largest force on an atom   0.0262 hartree/bohr
Net charge   0
LUMO level   0.66 eV
HOMO-LUMO gap   8.12 eV
E   -8233.12419 eV



# 4
Entry from OMol25: C5H7O5Yb as an isolated structure (ωB97M-V/def2-TZVPD).

Geometry as XYZ:
```
18
Properties=species:S:1:pos:R:3
O 4.32 -0.76 0.08
C 3.33 -1.32 0.42
O 2.84 -2.17 1.08
O 1.22 1.03 -0.83
C 1.41 -0.18 -1.00
O 1.22 -0.45 -2.37
C 1.21 -1.76 -2.92
C 0.40 -1.77 -4.19
O 0.70 -0.62 -4.94
C 0.15 -0.62 -6.24
Yb 1.18 1.85 -3.05
H 0.75 -2.43 -2.18
H 2.25 -2.03 -3.12
H -0.68 -1.80 -3.96
H 0.66 -2.68 -4.76
H 0.40 0.33 -6.71
H 0.57 -1.45 -6.83
H -0.95 -0.72 -6.19
```

<S²>   0.752
Multiplicity   2
Largest force on an atom   0.0785 hartree/bohr
Net charge   0
LUMO level (alpha / beta)   -0.06 / -2.04 eV
HOMO-LUMO gap (alpha / beta)   6.43 / 4.37 eV
E   -47060.58929 eV



# 5
Entry from OMol25: a 7-piece molecular cluster, C42H105N7O14 overall (ωB97M-V/def2-TZVPD).

Geometry as XYZ:
```
168
Properties=species:S:1:pos:R:3
C -12.18 13.61 -28.53
O -10.84 13.99 -28.29
C -10.13 14.24 -29.49
C -8.67 14.51 -29.20
N -7.96 13.24 -28.80
C -8.30 12.70 -27.45
C -7.16 11.81 -27.01
O -5.92 12.50 -26.98
C -6.03 13.68 -26.05
H -12.80 14.42 -28.89
H -12.68 13.23 -27.64
H -12.27 12.70 -29.12
H -10.60 15.11 -29.94
H -10.21 13.53 -30.31
H -8.55 15.22 -28.38
H -8.16 14.99 -30.02
H -6.95 13.20 -28.78
H -9.23 12.14 -27.53
H -8.49 13.52 -26.76
H -7.14 10.89 -27.59
H -7.28 11.40 -26.01
H -5.00 13.95 -25.79
H -6.55 13.46 -25.12
H -6.49 14.58 -26.47
C -13.86 14.62 -21.44
O -12.75 14.68 -22.44
C -11.78 13.73 -22.42
C -10.99 13.88 -21.09
N -10.13 15.05 -20.85
C -9.10 15.36 -21.84
C -8.05 14.23 -22.11
O -8.69 13.10 -22.74
C -8.08 11.87 -22.34
H -13.52 15.12 -20.54
H -14.35 13.67 -21.21
H -14.67 15.28 -21.75
H -11.15 13.95 -23.28
H -12.20 12.72 -22.47
H -10.41 12.97 -20.92
H -11.53 13.85 -20.14
H -10.89 15.72 -20.84
H -8.52 16.18 -21.42
H -9.63 15.61 -22.76
H -7.52 14.10 -21.16
H -7.28 14.43 -22.86
H -8.37 10.98 -22.91
H -8.18 11.63 -21.28
H -7.01 11.99 -22.49
C -16.08 15.19 -18.02
O -17.15 15.57 -18.97
C -17.12 16.95 -19.30
C -18.46 17.31 -19.94
N -19.50 17.70 -19.03
C -20.62 18.24 -19.78
C -21.44 17.09 -20.45
O -21.63 15.94 -19.64
C -22.27 16.08 -18.39
H -16.08 15.79 -17.11
H -15.16 15.33 -18.58
H -16.20 14.14 -17.73
H -16.27 17.40 -19.80
H -17.07 17.66 -18.47
H -18.81 16.50 -20.59
H -18.26 18.11 -20.66
H -19.80 16.96 -18.41
H -20.35 19.06 -20.44
H -21.27 18.86 -19.17
H -20.87 16.73 -21.30
H -22.38 17.33 -20.95
H -23.17 16.66 -18.61
H -21.80 16.71 -17.64
H -22.44 15.09 -17.97
C -4.70 9.60 -21.06
O -4.94 8.20 -20.91
C -5.52 7.90 -19.75
C -4.47 7.93 -18.59
N -4.89 7.42 -17.27
C -4.03 7.73 -16.05
C -2.65 6.99 -16.25
O -2.89 5.58 -16.27
C -1.72 4.84 -16.52
H -3.74 9.85 -20.61
H -5.49 10.24 -20.66
H -4.47 9.90 -22.08
H -5.93 6.89 -19.81
H -6.47 8.40 -19.54
H -4.23 8.98 -18.44
H -3.68 7.31 -19.01
H -5.20 6.47 -17.20
H -4.52 7.50 -15.10
H -3.75 8.78 -16.05
H -1.98 7.22 -15.42
H -2.13 7.48 -17.07
H -0.98 5.22 -17.22
H -1.90 3.84 -16.89
H -1.07 4.82 -15.64
C -5.27 17.86 -15.77
O -5.97 16.62 -15.97
C -5.17 15.50 -16.34
C -6.07 14.59 -17.15
N -5.43 13.72 -18.10
C -4.53 12.62 -17.68
C -3.11 12.82 -17.02
O -1.98 12.81 -17.89
C -1.93 14.06 -18.67
H -5.94 18.72 -15.83
H -4.67 17.92 -16.68
H -4.54 17.79 -14.96
H -4.73 14.99 -15.48
H -4.40 15.82 -17.04
H -6.58 15.18 -17.91
H -6.97 14.31 -16.61
H -5.98 13.53 -18.93
H -4.50 11.91 -18.51
H -5.04 11.90 -17.03
H -3.06 11.89 -16.44
H -2.92 13.61 -16.29
H -2.94 14.27 -19.03
H -1.21 14.04 -19.49
H -1.70 14.92 -18.04
C 0.53 15.73 -22.38
O -0.81 16.27 -22.13
C -1.75 15.22 -22.34
C -2.30 15.32 -23.77
N -2.85 16.67 -24.04
C -4.15 16.94 -23.35
C -5.27 16.26 -24.05
O -6.55 16.67 -23.50
C -6.79 17.99 -23.88
H 1.23 16.43 -21.94
H 0.89 15.68 -23.41
H 0.75 14.77 -21.92
H -2.60 15.15 -21.66
H -1.23 14.26 -22.28
H -2.92 14.48 -24.09
H -1.53 15.22 -24.54
H -2.18 17.16 -23.47
H -4.26 18.02 -23.35
H -4.21 16.69 -22.29
H -5.14 15.19 -23.92
H -5.21 16.25 -25.14
H -7.85 18.24 -23.93
H -6.45 18.33 -24.86
H -6.42 18.63 -23.09
C -13.09 17.44 -18.12
O -13.22 17.30 -19.53
C -12.56 18.33 -20.22
C -12.99 18.12 -21.70
N -14.45 18.42 -21.66
C -15.03 18.24 -23.04
C -16.53 17.91 -23.02
O -17.22 19.22 -22.80
C -18.53 19.23 -23.39
H -12.46 18.23 -17.70
H -12.59 16.59 -17.66
H -14.11 17.52 -17.74
H -11.50 18.25 -19.99
H -12.84 19.32 -19.85
H -12.75 17.24 -22.28
H -12.56 18.97 -22.24
H -14.81 17.90 -20.88
H -14.71 17.32 -23.52
H -14.61 19.00 -23.70
H -16.69 17.20 -22.20
H -16.84 17.44 -23.95
H -18.44 19.77 -24.33
H -19.28 19.89 -22.97
H -18.99 18.28 -23.70
```

<S²>   0.755
Multiplicity   2
Largest force on an atom   0.0814 hartree/bohr
Net charge   +1
LUMO level (alpha / beta)   -3.04 / -7.81 eV
HOMO-LUMO gap (alpha / beta)   6.51 / 1.74 eV
E   -84326.96087 eV



# 6
Entry from OMol25: C42H48N8NiO2 as an isolated structure (ωB97M-V/def2-TZVPD).

Geometry as XYZ:
```
101
Properties=species:S:1:pos:R:3
Ni -0.80 -0.02 -0.31
C -0.19 -0.45 -4.80
C -0.35 -1.49 -3.69
C -1.09 -2.73 -4.21
C 1.00 -1.79 -3.07
C 1.76 -2.86 -3.53
C 3.02 -3.12 -3.01
C 3.51 -2.31 -2.01
C 2.78 -1.23 -1.52
C 3.36 -0.40 -0.38
C 3.71 -1.28 0.83
C 4.59 0.40 -0.84
C 1.53 -0.96 -2.08
N 0.75 0.13 -1.55
C 1.20 1.40 -1.74
O 2.03 1.80 -2.54
C 0.63 2.36 -0.70
C 0.99 3.68 -0.47
C 0.47 4.29 0.67
C -0.34 3.59 1.57
C -0.64 2.27 1.27
N -0.17 1.76 0.15
C -1.36 1.25 2.13
O -2.07 1.64 3.05
N -1.10 -0.02 1.72
C -1.40 -1.13 2.55
C -1.10 -1.12 3.93
C -1.48 -2.20 4.71
C -2.10 -3.32 4.17
C -2.26 -3.39 2.80
C -1.89 -2.33 1.98
C -1.92 -2.59 0.48
C -0.97 -3.73 0.10
C -3.31 -2.83 -0.09
C -0.26 -0.05 4.61
C -1.02 0.67 5.73
C 1.03 -0.66 5.15
H -1.14 -0.24 -5.30
H 0.51 -0.81 -5.55
H 0.21 0.49 -4.40
H -0.96 -1.05 -2.90
H -0.62 -3.12 -5.12
H -2.12 -2.48 -4.47
H -1.11 -3.53 -3.47
H 1.37 -3.51 -4.31
H 3.61 -3.95 -3.38
H 4.49 -2.52 -1.59
H 2.60 0.29 -0.05
H 4.51 -1.98 0.60
H 2.84 -1.86 1.16
H 4.04 -0.66 1.66
H 5.39 -0.28 -1.14
H 4.96 1.02 -0.02
H 4.34 1.04 -1.68
H 1.66 4.18 -1.15
H 0.73 5.32 0.89
H -0.72 4.03 2.48
H -1.27 -2.18 5.77
H -2.40 -4.15 4.80
H -2.65 -4.29 2.36
H -1.51 -1.71 0.00
H -1.35 -4.69 0.47
H 0.02 -3.57 0.53
H -0.86 -3.80 -0.98
H -3.72 -3.77 0.29
H -3.28 -2.90 -1.18
H -4.00 -2.03 0.18
H 0.03 0.69 3.87
H -1.33 -0.04 6.49
H -1.90 1.18 5.34
H -0.37 1.41 6.21
H 0.84 -1.30 6.02
H 1.72 0.12 5.47
H 1.53 -1.27 4.39
C -2.73 0.75 -3.19
C -3.38 0.62 -1.87
N -2.77 0.50 -0.70
C -3.76 0.48 0.28
C -4.97 0.59 -0.32
N -4.72 0.69 -1.68
C -5.73 0.62 -2.72
N -5.65 -0.60 -3.47
N -5.16 -0.58 -4.74
N -5.05 -1.78 -5.16
C -5.44 -2.64 -4.15
C -5.48 -4.03 -4.11
C -5.92 -4.62 -2.94
C -6.30 -3.84 -1.83
C -6.27 -2.46 -1.86
C -5.83 -1.88 -3.05
H -1.72 1.13 -3.06
H -3.28 1.43 -3.84
H -2.67 -0.21 -3.71
H -3.54 0.39 1.33
H -5.97 0.62 0.09
H -5.62 1.44 -3.42
H -6.70 0.70 -2.23
H -5.18 -4.62 -4.97
H -5.96 -5.69 -2.87
H -6.63 -4.34 -0.93
H -6.56 -1.87 -0.99
```

<S²>   2.007
Multiplicity   3
Largest force on an atom   0.0147 hartree/bohr
Net charge   0
LUMO level (alpha / beta)   -0.05 / -0.06 eV
HOMO-LUMO gap (alpha / beta)   7.69 / 7.62 eV
E   -101394.46960 eV



# 7
Entry from OMol25: a 2-piece molecular cluster, CH4IN2O overall (ωB97M-V/def2-TZVPD).

Geometry as XYZ:
```
9
Properties=species:S:1:pos:R:3
C 1.20 -0.26 0.17
N 1.69 -1.39 0.13
N 0.94 0.85 -0.10
O -2.56 1.55 -0.11
I -2.46 -0.47 0.26
H 2.10 -1.66 -0.83
H 1.51 -2.01 0.90
H 1.02 1.80 0.14
H -3.44 1.59 -0.56
```

Largest force on an atom   0.1009 hartree/bohr
Net charge   +1
LUMO level   -5.08 eV
HOMO-LUMO gap   7.91 eV
E   -14220.52481 eV



# 8
Entry from OMol25: C46H43BrClN2OP2RuS2 as an isolated structure (ωB97M-V/def2-TZVPD).

Geometry as XYZ:
```
99
Properties=species:S:1:pos:R:3
Ru -0.95 -0.49 0.90
C 1.37 1.93 -0.46
N 2.49 1.50 0.35
C 2.43 0.28 1.12
P 1.36 -1.08 0.45
C 2.27 -2.49 1.15
C 2.12 -2.74 2.52
C 2.81 -3.79 3.11
C 3.63 -4.60 2.34
C 3.78 -4.35 0.99
C 3.10 -3.30 0.39
C 1.68 -1.06 -1.33
C 2.94 -0.80 -1.85
C 3.12 -0.69 -3.22
C 2.04 -0.85 -4.08
C 0.78 -1.12 -3.57
C 0.60 -1.22 -2.20
C 3.52 2.41 0.63
C 3.89 3.37 -0.31
C 4.90 4.28 -0.02
C 5.57 4.24 1.19
C 5.22 3.27 2.12
C 4.20 2.36 1.85
P -0.25 1.73 0.42
C 0.14 2.63 1.95
C 0.58 3.95 1.85
C 0.99 4.64 2.98
C 0.96 4.01 4.22
C 0.54 2.70 4.32
C 0.13 2.00 3.19
C -1.31 2.82 -0.57
C -2.19 3.72 0.02
C -2.98 4.54 -0.77
C -2.90 4.47 -2.15
C -2.04 3.56 -2.75
C -1.25 2.74 -1.97
H 1.33 1.44 -1.43
H 1.45 3.00 -0.64
H 2.07 0.43 2.15
H 3.44 -0.14 1.21
H 1.45 -2.13 3.11
H 2.69 -3.97 4.17
H 4.16 -5.42 2.81
H 4.41 -4.99 0.38
H 3.21 -3.14 -0.67
H 3.79 -0.67 -1.19
H 4.11 -0.49 -3.62
H 2.18 -0.76 -5.15
H -0.06 -1.27 -4.24
H -0.39 -1.44 -1.79
H 3.41 3.40 -1.28
H 5.17 5.02 -0.77
H 6.36 4.94 1.40
H 5.73 3.22 3.07
H 3.93 1.64 2.60
H 0.59 4.45 0.89
H 1.34 5.66 2.89
H 1.28 4.55 5.10
H 0.52 2.20 5.29
H -0.19 0.97 3.29
H -2.25 3.79 1.10
H -3.65 5.25 -0.30
H -3.52 5.11 -2.76
H -1.97 3.50 -3.83
H -0.58 2.02 -2.45
S -3.02 1.09 2.44
C -2.83 0.46 1.00
Br 1.75 -6.57 -2.49
C 0.81 -5.94 -0.99
C 0.48 -6.78 0.05
C -0.18 -6.23 1.14
C -0.45 -4.87 1.14
N -0.14 -4.06 0.13
C 0.47 -4.59 -0.92
H 0.73 -7.83 0.02
H -0.46 -6.84 1.99
H -0.93 -4.40 2.00
H 0.71 -3.93 -1.75
C -6.68 0.49 -3.31
C -5.68 0.42 -2.19
C -4.32 0.34 -2.45
C -3.39 0.33 -1.42
C -3.81 0.42 -0.10
C -5.18 0.48 0.17
C -6.10 0.46 -0.86
S -3.32 -2.95 0.57
C -4.45 -3.34 -0.76
O -2.32 -2.05 -0.10
H -6.28 0.07 -4.23
H -6.96 1.52 -3.50
H -7.59 -0.06 -3.06
H -3.97 0.29 -3.48
H -2.34 0.25 -1.65
H -5.51 0.52 1.20
H -7.16 0.49 -0.63
H -4.76 -2.41 -1.23
H -5.31 -3.85 -0.32
H -3.96 -3.99 -1.48
Cl -1.13 -1.68 2.92
```

<S²>   6.033
Multiplicity   5
Largest force on an atom   0.0214 hartree/bohr
Net charge   +1
LUMO level (alpha / beta)   -3.01 / -4.15 eV
HOMO-LUMO gap (alpha / beta)   7.00 / 5.87 eV
E   -178817.08039 eV